# 1
The following is a DFT calculation (wB97M-V/def2-TZVPD) of a 2-piece molecular cluster, CH3FS2 overall in a non-equilibrium geometry.

The HOMO energy comes out at -8.97 eV. The value obtained for the relative energy (zero: lowest compared OMol25 entry of this formula, charge and spin) is 43.1 kcal per mole. Its net charge is 0. The LUMO energy is -0.50 eV. The SMILES is C=S.FS. The calculation puts the HOMO-LUMO gap at 8.468 eV.

```
7
Properties=species:S:1:pos:R:3:mulliken_charge:R:1
C 1.89445 -0.60438 0.20178 -0.228
S 2.73282 0.32472 -0.81971 -0.175
H 2.19935 -1.39390 0.88098 0.262
H 0.87940 -0.39189 0.07580 0.152
F -3.07531 0.98978 0.97194 -0.221
S -2.70445 0.12839 -0.36896 0.065
H -1.92626 0.94730 -0.94182 0.146
```


# 2
The following is a DFT calculation (wB97M-V/def2-TZVPD) of one molecule with the formula C17H15N5OS in a non-equilibrium geometry.

The HOMO energy comes out at -8.84 eV. The value obtained for the relative energy (zero: lowest compared OMol25 entry of this formula, charge and spin) is 28.4 kcal per mole. Its net charge is 0. The LUMO energy is -0.13 eV. The SMILES is CSc1nc2ncc3c(n2n1)C[C@@H]1c2ccccc2CCN1C3=O. The calculation puts the HOMO-LUMO gap at 8.714 eV.

```
39
Properties=species:S:1:pos:R:3:mulliken_charge:R:1
C -3.95598 -2.49173 -5.09945 -0.791
S -3.67060 -0.71652 -4.65483 -0.125
C -2.15670 -0.79369 -3.75864 0.163
N -1.07410 -1.42449 -4.37048 -0.656
C -0.16878 -1.42328 -3.49713 0.542
N 1.18977 -1.78545 -3.62383 -0.570
C 1.96534 -1.55057 -2.60354 -0.193
C 1.46956 -0.99074 -1.34052 0.928
C 0.14414 -0.64415 -1.20536 0.565
N -0.65819 -0.81337 -2.34611 0.473
N -1.92862 -0.35448 -2.54215 -1.175
C -0.42538 0.01013 0.05611 -0.736
C 0.50523 -0.16899 1.27481 0.387
C 0.05469 0.78919 2.41563 0.239
C -1.20425 0.64587 3.02212 -0.687
C -1.53091 1.48968 4.09300 -0.673
C -0.66641 2.57771 4.47710 -0.680
C 0.58518 2.69302 3.86211 -0.660
C 0.97836 1.79942 2.85909 0.632
C 2.35866 1.89863 2.21465 -0.842
C 2.87131 0.52470 1.85802 -0.936
N 1.93757 -0.07682 0.90512 0.095
C 2.34744 -0.71143 -0.25291 -0.180
O 3.54400 -0.91831 -0.42155 -0.732
H -4.22151 -3.06778 -4.18138 0.254
H -3.04423 -2.93261 -5.52302 0.296
H -4.76962 -2.62575 -5.82129 0.321
H 2.99765 -1.85385 -2.71648 0.500
H -1.38819 -0.41472 0.25524 0.524
H -0.56058 1.09402 -0.13053 0.391
H 0.37979 -1.21397 1.60438 0.174
H -1.85820 -0.11313 2.68957 0.462
H -2.47389 1.40913 4.60927 0.379
H -0.96363 3.22714 5.26970 0.416
H 1.27730 3.49910 4.13515 0.385
H 3.04576 2.39974 2.91312 0.459
H 2.28091 2.54843 1.35217 0.318
H 2.87741 -0.11971 2.75555 0.378
H 3.90967 0.59963 1.46727 0.354
```


# 3
The following is a DFT calculation (wB97M-V/def2-TZVPD) of a 2-piece molecular cluster, C5H14N2O overall in a non-equilibrium geometry.

The HOMO energy (alpha / beta) comes out at -6.86 / -6.86 eV. The value obtained for the relative energy (zero: lowest compared OMol25 entry of this formula, charge and spin) is 153.1 kcal per mole. Its net charge is 0. The LUMO energy (alpha / beta) is -0.50 / -0.50 eV. The calculation puts the HOMO-LUMO gap (alpha / beta) at 6.362 / 6.363 eV.

```
22
Properties=species:S:1:pos:R:3:mulliken_charge:R:1
C -1.07038 0.39190 -1.03477 -0.280
C -2.08550 -1.11683 1.06338 -1.004
C -0.80395 1.71565 -0.32016 -1.101
C -0.78684 -0.79639 -0.13760 0.718
N -1.42289 -1.99999 -0.34231 -0.466
H -1.87410 -2.00451 -1.25300 0.273
H -0.43952 0.30695 -1.92336 0.321
H -2.11425 0.34294 -1.35450 0.365
H -1.80471 -1.84201 1.82656 0.367
H -1.84593 -0.15920 1.53313 0.350
H -3.15303 -1.03247 0.85669 0.353
H -0.86022 2.55080 -1.01688 0.350
H -1.51937 1.90150 0.48020 0.360
H 0.19191 1.70049 0.11899 0.150
C 2.92843 0.71675 0.10146 -0.652
N 2.71043 -0.71302 -0.03426 -0.784
O 0.42429 -1.01101 0.44326 -0.660
H 1.56775 -0.98782 -0.20886 0.412
H 3.10780 -1.16991 0.78381 0.196
H 2.41799 1.10979 0.99413 0.197
H 2.42593 1.19675 -0.74083 0.230
H 4.00613 0.89962 0.16491 0.307
```


# 4
The following is a DFT calculation (wB97M-V/def2-TZVPD) of C14H36Cl2MoOP3 as an isolated structure in a non-equilibrium geometry.

Its spin multiplicity is 3. The HOMO energy (alpha / beta) comes out at -19.80 / -19.68 eV. Its net charge is +3. The LUMO energy (alpha / beta) is -13.19 / -13.78 eV. The calculation puts the HOMO-LUMO gap (alpha / beta) at 6.615 / 5.896 eV.

```
57
Properties=species:S:1:pos:R:3:lowdin_spin:R:1
C 1.34315 -0.08316 -3.65300 0.084
C 1.31026 0.06031 -2.13977 0.170
H 2.36971 -0.06997 -4.08996 0.003
H 0.80155 0.72380 -4.17189 0.000
H 0.86697 -1.04517 -3.90880 -0.001
O 2.38127 -0.00866 -1.52170 0.428
Cl -3.00108 -1.41045 -1.27230 0.016
Mo -1.04955 -0.20377 -0.87374 1.250
P -0.19979 2.29639 -1.29662 -0.058
C 1.46325 2.76677 -0.62032 -0.013
C -0.28544 2.76671 -3.04350 -0.009
H -0.43890 3.84672 -3.12005 -0.002
H -0.34200 4.70246 -0.85274 -0.002
H -1.15213 2.27648 -3.49146 -0.001
H -1.91644 4.04156 -1.30886 0.001
H 2.16745 1.92788 -0.65996 -0.001
H 0.61109 2.49251 -3.59388 0.000
C -1.02742 3.85859 -0.69951 0.002
H 1.84416 3.59010 -1.24428 -0.003
H -1.32103 3.82596 0.35144 0.000
H 1.35950 3.09599 0.42484 0.000
P -0.06172 -2.43903 -0.93440 0.018
C 1.49812 -2.84501 -0.05110 0.000
C -1.13035 -3.86558 -0.45549 0.001
H -0.36181 -2.73051 -3.32876 0.000
H 0.47221 -4.12047 -2.57109 0.003
H 1.39467 -2.64192 -2.87428 0.000
C 0.40410 -3.02620 -2.60051 0.026
H -2.03351 -3.85271 -1.07711 0.001
H -0.56854 -4.78709 -0.66291 -0.001
H 1.96052 -3.69579 -0.56773 -0.001
H 1.29198 -3.13590 0.98584 0.000
H -1.41636 -3.82142 0.60211 0.000
H 2.19135 -1.99633 -0.09862 -0.001
Cl -2.79040 1.47889 -0.33000 0.103
C 2.33156 0.13396 2.10096 0.001
C 0.96664 -0.51011 2.34483 0.005
P -0.34367 0.25019 1.34100 -0.002
C -1.86356 -0.67623 1.65780 -0.015
C -1.74735 -1.88343 2.58668 -0.004
C -0.53614 1.86184 2.24451 0.004
C -1.00431 1.70907 3.68940 0.000
H 2.58766 0.17095 1.03332 0.000
H 3.13486 -0.43690 2.59131 0.000
H 2.37171 1.15534 2.49569 0.000
H 1.02649 -1.57461 2.10235 0.000
H 0.69567 -0.44836 3.40891 0.000
H -2.65189 0.01002 1.98263 -0.001
H -2.18691 -1.04281 0.61885 -0.004
H -1.54175 -1.57707 3.61941 -0.001
H -2.69389 -2.44137 2.57494 0.000
H -0.96779 -2.59010 2.28806 0.000
H 0.42055 2.40258 2.20534 0.000
H -1.25597 2.46418 1.67842 0.001
H -0.37176 1.02742 4.26712 0.000
H -0.97375 2.69186 4.18109 0.000
H -2.03119 1.33156 3.73747 0.000
```


| no. | electronic energy (eV) |
| --- | --- |
| 1 | -25471.1205 |
| 2 | -38205.6134 |
| 3 | -10434.3889 |
| 4 | -71886.1346 |